No. 1
Entry from the Open Molecules 2025 dataset: a gas-phase ion, C13H13FNO4S (charge -1) in a non-equilibrium geometry (ωB97M-V/def2-TZVPD).

## Properties
Gap between HOMO and LUMO   6.480 eV
Total energy   -1356.9405 Eh
Charge   -1

Element x y z (Å)
C  -2.86256  3.25759  -2.62798
C  -2.77301  1.77755  -2.79118
O  -3.12602  1.22655  -1.48008
C  -2.87277  -0.08609  -1.41368
O  -2.43434  -0.70663  -2.39139
C  -3.19428  -0.67079  -0.02527
C  -4.37906  0.12478  0.27224
N  -5.31042  0.76829  0.56918
C  -2.22760  -0.32949  1.09273
C  -0.84219  -0.81627  1.38514
S  0.43198  0.28153  1.70912
O  0.56741  0.80248  3.04882
O  0.60799  1.18588  0.60944
F  1.69521  -0.75178  1.63730
C  -3.66295  -2.14260  -0.09360
C  -3.16587  -3.03239  -1.05032
C  -3.37908  -4.41236  -0.91821
C  -4.12869  -4.90631  0.15116
C  -4.75220  -4.02256  1.03815
C  -4.56054  -2.63932  0.88109
H  -2.65436  3.69860  -3.60356
H  -3.85411  3.56553  -2.28882
H  -2.11201  3.60689  -1.91446
H  -3.46160  1.40301  -3.56232
H  -1.75822  1.46745  -3.07012
H  -2.73667  -0.61545  2.03252
H  -2.07703  0.76546  1.07112
H  -0.73846  -1.63058  2.11181
H  -2.61712  -2.64199  -1.90669
H  -2.90453  -5.06971  -1.64393
H  -4.19487  -5.97666  0.32312
H  -5.37266  -4.37461  1.86727
H  -5.14094  -1.94508  1.50894

natural (NBO) atomic charge list, values in e, 5 entries: C -0.63; C -0.07; O -0.50; C 0.84; O -0.61



No. 2
Entry from the Open Molecules 2025 dataset: a molecular structure, C13H13MnN6O10 in a non-equilibrium geometry (ωB97M-V/def2-TZVPD).

## Properties
Gap between HOMO and LUMO (alpha / beta)   4.713 / 5.005 eV
Multiplicity   2
Total energy   -2734.6632 Eh
Charge   +1

Element x y z (Å)
Mn  0.11175  0.06694  -0.25496
O  -2.67424  -2.65985  -0.98298
C  -1.82984  -1.86437  -1.29019
O  -1.20705  -1.15161  -0.32820
C  -1.43637  -1.58037  -2.69285
C  -2.08382  -2.26030  -3.71073
C  -1.73408  -2.00628  -5.02097
C  -0.76136  -1.08656  -5.34930
C  -0.12841  -0.39647  -4.33531
C  -0.43669  -0.63450  -2.98255
O  0.22517  -0.02210  -2.03701
N  0.90049  0.57733  -4.73297
O  1.32736  0.49351  -5.86021
O  1.15832  1.49887  -3.97368
N  -2.41743  -2.73314  -6.10476
O  -3.23547  -3.56453  -5.77948
O  -2.10810  -2.45020  -7.24110
H  -2.85063  -2.98541  -3.47572
H  -0.50100  -0.90412  -6.38212
N  -1.42691  -1.57235  2.35133
C  -0.76756  -0.90843  3.33652
C  0.23062  0.38283  2.75432
O  0.78138  0.97035  3.62183
O  0.21317  0.52391  1.49835
H  -2.37627  -1.34699  2.09129
H  -1.03195  -2.37913  1.89029
H  -0.03569  -1.52456  3.85685
H  -1.43335  -0.39132  4.02403
C  3.77979  3.98542  -2.46935
N  3.06732  2.98722  -1.69381
C  3.61430  1.67269  -1.37242
C  2.40006  1.03640  -0.75369
O  2.23078  -0.12572  -0.33484
N  1.38072  1.88393  -0.73541
C  1.77823  3.01306  -1.35247
N  0.96338  4.03297  -1.57715
H  4.83931  3.91933  -2.23455
H  3.44557  4.98480  -2.19533
H  3.63981  3.82663  -3.53961
H  4.45015  1.72971  -0.67323
H  3.92674  1.12923  -2.26610
H  -0.01177  3.92308  -1.35838
H  1.23550  4.80244  -2.16330

natural (NBO) atomic charge list, values in e, 5 entries: Mn 1.41; O -0.53; C 0.79; O -0.70; C -0.27



No. 3
Entry from the Open Molecules 2025 dataset: a single C13H13N5O2S2 molecule in a non-equilibrium geometry (ωB97M-V/def2-TZVPD).

## Properties
Gap between HOMO and LUMO   8.652 eV
Total energy   -1723.8269 Eh

Element x y z (Å)
C  3.87445  4.98843  -2.88035
C  3.50226  3.51506  -2.93303
O  2.37032  3.33134  -2.10350
C  1.83338  2.09390  -1.97159
C  2.31534  0.94287  -2.60661
C  1.70869  -0.28186  -2.41864
C  0.60066  -0.37943  -1.58749
N  -0.10389  -1.51238  -1.30566
C  -1.07422  -1.29297  -0.49773
N  -1.90852  -2.31892  -0.14064
C  -2.93139  -2.46995  0.75678
O  -3.52708  -3.52363  0.80015
C  -3.25471  -1.32738  1.68484
S  -1.90255  -1.05644  2.89336
C  -2.18336  -2.37643  3.99771
C  -3.02683  -3.50507  3.91529
N  -2.86908  -4.19886  5.02570
N  -1.98553  -3.52820  5.72485
N  -1.53988  -2.42709  5.15948
S  -1.26329  0.39387  0.02547
C  0.12166  0.78770  -0.95154
C  0.72146  2.01368  -1.13303
H  3.04283  5.59358  -3.23040
H  4.10563  5.27600  -1.85852
H  4.74084  5.17309  -3.50882
H  3.26530  3.22024  -3.96466
H  4.33795  2.89960  -2.57261
H  3.17418  0.99987  -3.25572
H  2.08152  -1.16643  -2.90870
H  -1.70298  -3.17127  -0.65655
H  -4.16916  -1.55445  2.23163
H  -3.36493  -0.38485  1.15138
H  -3.68183  -3.82745  3.13482
H  -1.66586  -3.83060  6.63216
H  0.35860  2.90443  -0.64785

natural (NBO) atomic charge list, values in e, 5 entries: C -0.62; C -0.06; O -0.52; C 0.38; C -0.32



No. 4
Entry from the Open Molecules 2025 dataset: a single C13H13N5O3S molecule in a non-equilibrium geometry (ωB97M-V/def2-TZVPD).

## Properties
Gap between HOMO and LUMO   6.914 eV
Total energy   -1400.7178 Eh

Element x y z (Å)
C  1.13468  -1.42483  -2.64669
C  1.09295  -0.16359  -1.92904
N  0.36256  -0.08190  -0.62262
N  1.02539  0.62664  0.41851
C  0.46305  0.62124  1.62005
C  1.36235  1.31114  2.61900
C  1.07604  1.64465  3.92096
C  2.07063  2.33669  4.66910
C  3.17757  2.54186  3.85428
C  4.52895  3.03056  4.34979
S  2.91018  1.96325  2.17653
N  -0.84957  0.10332  1.79475
O  -1.23670  -0.08637  2.95580
C  -1.65008  -0.25615  0.79435
C  -3.07541  -0.53248  0.85810
O  -3.72084  -0.33978  1.88965
N  -3.80894  -0.96035  -0.26180
C  -5.14859  -1.41638  -0.13937
C  -3.00692  -1.25915  -1.36988
O  -3.50776  -1.71794  -2.37671
N  -1.68843  -0.77700  -1.55345
C  -1.00698  -0.40208  -0.48206
H  1.57691  -2.09360  -2.06560
H  0.12009  -1.86833  -2.76084
H  1.49524  -1.33776  -3.63221
H  0.62244  0.57524  -2.59648
H  2.12483  0.12554  -1.80035
H  0.05235  1.38208  4.32441
H  1.89454  2.70006  5.71662
H  5.09861  3.50424  3.58948
H  4.58429  3.63857  5.31508
H  5.17800  2.24226  4.47238
H  -5.62179  -1.17787  0.69071
H  -5.16923  -2.51021  -0.25411
H  -5.72157  -0.93450  -0.92231

natural (NBO) atomic charge list, values in e, 5 entries: C -0.63; C -0.20; N -0.20; N -0.17; C 0.30



No. 5
Entry from the Open Molecules 2025 dataset: a molecular structure, C13H13NaO2 in a non-equilibrium geometry (ωB97M-V/def2-TZVPD).

## Properties
Gap between HOMO and LUMO   4.228 eV
Total energy   -815.8814 Eh

Element x y z (Å)
C  -0.17988  -0.88367  2.57020
O  0.82789  -0.24665  1.79024
C  1.05155  -0.82706  0.58206
C  1.99103  -0.04508  -0.25563
C  2.27989  -0.47743  -1.48618
O  0.51672  -1.87051  0.22519
H  -0.16381  -0.35590  3.52358
H  -1.16127  -0.77448  2.08953
H  0.03724  -1.94946  2.71618
H  2.39320  0.84641  0.22612
H  2.88052  0.14478  -2.14683
H  1.79425  -1.36620  -1.88286
C  6.24813  -0.48588  -2.62500
Na  5.47905  -5.18155  -4.18007
C  5.52224  -0.84914  -1.46096
C  4.54868  -1.82088  -1.82281
C  4.70099  -2.12017  -3.21479
C  5.81067  -1.33092  -3.70463
C  6.26161  -1.53527  -5.01218
C  5.59938  -2.45074  -5.82633
C  4.41711  -3.07995  -5.40653
C  3.96911  -2.93251  -4.08965
H  7.03420  0.26324  -2.69989
H  5.65327  -0.42888  -0.46562
H  3.86746  -2.36165  -1.16936
H  7.13212  -0.97661  -5.36266
H  5.96567  -2.63567  -6.83700
H  3.82853  -3.65469  -6.12804
H  3.03294  -3.37260  -3.73804

natural (NBO) atomic charge list, values in e, 5 entries: C -0.26; O -0.51; C 0.76; C -0.39; C -0.25



No. 6
Entry from the Open Molecules 2025 dataset: 2 unconnected molecules or ions with the total composition C13H13OP in a non-equilibrium geometry (ωB97M-V/def2-TZVPD).

## Properties
Gap between HOMO and LUMO (alpha / beta)   7.013 / 8.710 eV
Total energy   -919.4891 Eh

Element x y z (Å)
C  -0.15138  -0.77860  -4.22667
C  -1.31200  -0.76976  -3.43349
C  0.91388  -0.04175  -3.70916
C  -1.33489  -0.26397  -2.09183
C  0.84137  0.56274  -2.51055
C  -0.18372  0.41515  -1.58986
C  1.78204  0.15507  0.81974
C  1.01578  -0.30337  1.81723
C  0.64275  1.95654  1.74932
C  1.20158  1.43965  0.39163
C  -0.15429  0.61590  2.05036
C  -0.17385  1.08377  -0.27658
C  -1.04534  0.67080  0.82621
O  -1.37321  1.84167  0.22272
P  -3.16750  -2.56846  4.12831
H  -0.09608  -1.21732  -5.22180
H  -2.17383  -1.27199  -3.78264
H  1.92889  0.05469  -4.17203
H  -2.31483  -0.50430  -1.48872
H  1.80091  1.06973  -2.28916
H  2.58935  -0.38554  0.23166
H  1.07098  -1.28565  2.25049
H  1.42981  2.23718  2.37223
H  0.00394  2.83285  1.65729
H  2.00968  2.17233  -0.10502
H  -0.74917  0.68676  3.07028
H  -2.09700  -3.49753  3.80994
H  -4.09084  -3.02249  3.33238

natural (NBO) atomic charge list, values in e, 5 entries: C -0.21; C -0.21; C -0.21; C -0.17; C -0.20



Copy entry 6 word for word.
Entry from the Open Molecules 2025 dataset: 2 unconnected molecules or ions with the total composition C13H13OP in a non-equilibrium geometry (ωB97M-V/def2-TZVPD).

## Properties
Gap between HOMO and LUMO (alpha / beta)   7.013 / 8.710 eV
Total energy   -919.4891 Eh

Element x y z (Å)
C  -0.15138  -0.77860  -4.22667
C  -1.31200  -0.76976  -3.43349
C  0.91388  -0.04175  -3.70916
C  -1.33489  -0.26397  -2.09183
C  0.84137  0.56274  -2.51055
C  -0.18372  0.41515  -1.58986
C  1.78204  0.15507  0.81974
C  1.01578  -0.30337  1.81723
C  0.64275  1.95654  1.74932
C  1.20158  1.43965  0.39163
C  -0.15429  0.61590  2.05036
C  -0.17385  1.08377  -0.27658
C  -1.04534  0.67080  0.82621
O  -1.37321  1.84167  0.22272
P  -3.16750  -2.56846  4.12831
H  -0.09608  -1.21732  -5.22180
H  -2.17383  -1.27199  -3.78264
H  1.92889  0.05469  -4.17203
H  -2.31483  -0.50430  -1.48872
H  1.80091  1.06973  -2.28916
H  2.58935  -0.38554  0.23166
H  1.07098  -1.28565  2.25049
H  1.42981  2.23718  2.37223
H  0.00394  2.83285  1.65729
H  2.00968  2.17233  -0.10502
H  -0.74917  0.68676  3.07028
H  -2.09700  -3.49753  3.80994
H  -4.09084  -3.02249  3.33238

natural (NBO) atomic charge list, values in e, 5 entries: C -0.21; C -0.21; C -0.21; C -0.17; C -0.20



Which of these has the highest total energy?
C13H13NaO2